Entry 1:
28
Properties=species:S:1:pos:R:3:forces:R:3:nbo_charge:R:1 method="wB97M-V/def2-TZVPD" total_energy_ha=-1091.924694 orbital_gap_ev=6.3 relative_energy_kcal_mol=0.5 homo_ev=-11.937 molar_mass_g_mol=226.68 charge=+1
C 0.2699 1.7569 1.1741 -0.31 -0.85 -1.39 -0.04
C 1.5787 1.4831 0.8792 -0.19 0.09 -0.30 -0.34
C 0.9644 -0.0786 -0.8066 -1.65 -1.93 -1.00 -0.24
C -0.8013 1.1691 0.3472 -0.08 -0.19 0.22 -0.19
C -0.3685 0.0868 -0.5213 0.22 1.14 -1.10 0.15
C 2.0004 0.5774 -0.1680 -4.86 1.64 1.69 0.46
C -1.3431 -0.7314 -1.3322 0.67 1.05 2.14 -0.43
C -2.0627 1.7708 0.3592 2.89 1.73 2.57 -0.02
C -2.1853 -1.5533 -0.3421 0.39 -3.09 -3.67 -0.18
C -1.3501 -2.7240 0.1117 -1.75 -3.55 0.04 -0.60
C 4.2022 1.0558 0.0725 2.88 -1.47 -3.09 -0.27
N -2.6424 -0.8560 0.7053 -1.79 3.27 4.87 0.09
O -3.5247 -1.2056 1.4813 1.24 -0.65 -2.09 -0.24
O 3.1427 0.3837 -0.5933 2.58 -0.36 -0.78 -0.39
Cl -3.4425 1.5464 -0.5338 0.11 0.35 0.08 0.21
H 0.0493 2.4154 2.0059 -0.12 0.21 -0.26 0.24
H 2.2915 2.1166 1.3304 0.81 0.21 0.82 0.24
H 1.1632 -0.8169 -1.6044 0.40 0.51 0.60 0.23
H -1.9807 -0.0596 -1.8522 -0.41 0.35 -0.94 0.24
H -0.7116 -1.3367 -1.9584 -0.52 -0.52 -0.51 0.24
H -1.9761 2.6508 1.1383 -1.24 -1.52 -1.77 0.25
H -2.9596 -2.0127 -0.9389 -0.89 0.01 0.04 0.24
H -1.6582 -3.5648 -0.6866 1.37 1.55 2.01 0.25
H -1.7090 -3.0928 1.1320 0.62 0.39 -1.43 0.25
H -0.2953 -2.5293 0.1220 0.47 -0.01 0.03 0.21
H 4.0645 2.1062 0.0774 -0.02 1.10 -0.53 0.20
H 5.0805 0.6905 -0.6851 -1.52 1.31 2.78 0.25
H 4.2040 0.7520 1.0863 0.71 -0.77 0.93 0.21

Entry 2:
26
Properties=species:S:1:pos:R:3:forces:R:3:nbo_charge:R:1 method="wB97M-V/def2-TZVPD" total_energy_ha=-962.089602 orbital_gap_ev="4.9 / 3.5" relative_energy_kcal_mol=189.8 homo_ev="-7.074 / -6.524" molar_mass_g_mol=196.68 charge=0
C 3.3712 1.1361 -3.7243 0.42 -0.05 0.17 -0.32
C 2.1526 0.6901 -3.1306 0.23 0.04 0.12 -0.46
C 4.3549 0.8712 -2.8235 0.10 0.48 -1.03 0.04
C 2.5182 0.1947 -1.9218 -1.69 -0.62 0.90 0.15
C -1.6304 -0.1693 2.8163 0.02 -0.24 -0.04 -0.39
C -2.6631 -0.8523 1.9241 -0.07 0.23 0.08 -0.40
C -0.2220 -0.3992 2.2710 -0.06 0.00 0.10 -0.41
C -2.7740 -0.1370 0.5773 0.04 -0.29 -0.02 -0.41
C -0.1329 0.0634 0.8268 0.57 -0.50 -0.23 -0.27
C -1.4153 0.1789 -0.0209 -0.36 -0.14 -0.75 -0.27
C -0.4212 -0.8633 -0.2706 -0.28 0.33 1.11 0.16
O 3.8294 0.2937 -1.7191 0.32 -0.04 0.34 -0.45
Cl -0.5150 -2.5334 -0.3272 0.18 0.40 -0.21 0.15
H 3.4678 1.5911 -4.6888 0.22 0.12 -0.23 0.22
H 1.1701 0.7341 -3.5521 -0.24 -0.01 -0.03 0.22
H 5.4142 1.0323 -2.8367 0.18 -0.01 0.04 0.19
H -1.8375 0.9021 2.8603 -0.03 0.06 0.07 0.20
H -1.6906 -0.5666 3.8307 0.01 0.07 0.02 0.22
H -2.3740 -1.8936 1.7750 -0.06 -0.09 0.05 0.20
H -3.6414 -0.8429 2.4081 0.01 -0.09 -0.05 0.22
H 0.5040 0.1440 2.8755 0.07 -0.07 -0.08 0.23
H 0.0141 -1.4634 2.3351 0.09 -0.01 0.07 0.21
H -3.3520 -0.7481 -0.1208 -0.04 0.12 -0.04 0.22
H -3.3073 0.8061 0.7172 0.01 -0.01 -0.05 0.22
H 0.6139 0.8243 0.6400 0.10 0.19 -0.32 0.28
H -1.4335 1.0072 -0.7211 0.26 0.13 -0.01 0.26

Entry 3:
27
Properties=species:S:1:pos:R:3:forces:R:3:nbo_charge:R:1 method="wB97M-V/def2-TZVPD" total_energy_ha=-591.079915 orbital_gap_ev=8.7 smiles=C#Cc1cncc(N2CCNCC2)c1 relative_energy_kcal_mol=85.9 homo_ev=-8.198 molar_mass_g_mol=187.25 charge=0
C 5.0768 -1.2369 0.2477 -1.58 1.47 -0.94 -0.22
C 4.1272 -0.5202 0.0079 1.08 -0.66 0.71 -0.01
C 2.8949 0.2068 -0.0301 0.86 -0.29 -0.81 -0.15
C 2.8222 1.5397 -0.4695 -1.21 -0.61 0.87 0.04
N 1.6527 2.1577 -0.5331 0.45 0.37 -0.39 -0.40
C 0.5664 1.5156 -0.1414 -1.32 -0.23 -1.37 -0.03
C 0.5681 0.2131 0.3596 -0.16 -0.81 0.12 0.15
N -0.6388 -0.4588 0.7533 1.54 0.38 -1.13 -0.47
C -1.0284 -1.3092 -0.3889 -2.72 -1.44 0.52 -0.24
C -2.2455 -0.8009 -1.2451 -0.82 -1.31 0.80 -0.25
N -3.3339 -0.0997 -0.5090 2.43 1.70 0.29 -0.59
C -2.7184 0.9430 0.4041 -0.49 0.90 2.14 -0.26
C -1.6795 0.3341 1.4271 -0.59 -0.65 -0.90 -0.23
C 1.7655 -0.5263 0.2894 -0.59 0.77 1.18 -0.17
H 5.9548 -1.7752 0.1205 0.97 -0.72 0.25 0.23
H 3.6621 2.1024 -0.7933 0.80 0.18 -0.10 0.20
H -0.3981 1.9149 -0.5926 1.19 -0.13 1.45 0.20
H -1.2899 -2.3056 -0.0285 -0.29 -0.12 0.52 0.18
H -0.2623 -1.5750 -1.0974 0.83 0.66 0.06 0.22
H -2.8507 -1.6204 -1.7399 1.36 0.45 0.36 0.21
H -1.7610 -0.2530 -1.9894 -0.04 1.59 -1.46 0.19
H -3.5801 -0.8544 0.0918 -1.03 -0.37 0.98 0.34
H -2.2858 1.8906 -0.0941 -0.82 -1.90 0.23 0.20
H -3.4724 1.3580 1.1723 0.39 -0.55 -1.66 0.20
H -2.2241 -0.3931 2.1233 0.51 1.03 -0.82 0.19
H -1.2162 1.1392 2.0489 -0.25 -0.72 -0.55 0.22
H 1.8943 -1.5863 0.6062 -0.48 1.00 -0.32 0.24

Entry 4:
28
Properties=species:S:1:pos:R:3:forces:R:3:nbo_charge:R:1 method="wB97M-V/def2-TZVPD" total_energy_ha=-1030.226397 orbital_gap_ev=9.1 relative_energy_kcal_mol=81.5 homo_ev=-8.835 molar_mass_g_mol=223.30 charge=0
C -2.9941 2.3054 -0.2778 0.12 1.14 -3.87 -0.20
C -2.9342 2.0155 1.0224 0.56 -0.04 1.71 -0.23
C -2.4983 1.4197 -1.2879 1.44 0.61 0.99 -0.20
C -2.3162 0.8604 1.4740 0.35 -1.71 0.21 -0.22
C -1.8070 0.2760 -0.8327 -1.88 1.16 -0.31 -0.23
C -1.8000 -0.0161 0.5309 0.93 -0.72 -0.18 -0.10
C -1.5905 -3.4541 -0.7985 -0.78 -3.78 -3.19 -0.47
C -1.6922 -2.6060 0.1348 0.97 1.92 1.94 -0.28
C 1.4147 -0.4357 -0.1254 0.54 -1.49 2.76 0.88
C 3.6456 0.0414 -0.9972 -0.01 0.10 -1.07 -0.43
C 3.1632 0.4514 1.4382 -2.89 -1.32 0.00 -0.41
N 2.6882 -0.0576 0.1159 2.22 1.93 -0.20 -0.45
O 1.0240 -0.9663 -1.1222 -0.69 -0.13 -2.60 -0.69
O 0.7120 -0.4900 1.0122 -0.21 0.39 0.18 -0.75
S -0.8230 -1.5547 1.0509 -1.88 1.77 -0.08 0.91
H -3.3075 3.3587 -0.5059 0.04 -1.31 -0.26 0.21
H -3.2085 2.8493 1.6316 -0.31 -0.14 1.01 0.22
H -2.3083 1.7215 -2.3532 -0.82 -0.28 1.18 0.23
H -2.2031 0.5192 2.5051 -0.24 0.69 -0.08 0.23
H -1.4116 -0.3398 -1.6006 0.66 -0.73 -0.10 0.25
H -2.5017 -4.1578 -0.9718 1.70 1.25 0.15 0.23
H -0.6833 -3.6336 -1.4600 -1.24 0.47 0.95 0.25
H 3.8571 1.0852 -1.4498 -0.96 -1.21 0.87 0.18
H 4.6592 -0.2344 -0.6173 -0.84 -0.42 -0.42 0.20
H 3.2229 -0.6210 -1.8348 1.09 0.88 1.25 0.25
H 2.2020 0.6278 2.0217 1.64 -0.05 -0.45 0.24
H 3.7643 -0.3041 1.9495 -0.05 -0.04 -0.08 0.19
H 3.7264 1.3396 1.3480 0.53 1.07 -0.32 0.19

Entry 5:
29
Properties=species:S:1:pos:R:3:forces:R:3:nbo_charge:R:1 method="wB97M-V/def2-TZVPD" total_energy_ha=-801.673428 orbital_gap_ev="6.9 / 6.9" relative_energy_kcal_mol=0.0 homo_ev="-16.260 / -16.260" molar_mass_g_mol=308.30 charge=+2
Ru 0.3877 0.6407 0.4482 0.21 0.53 0.08 1.30
N -1.7322 3.5053 2.0973 0.03 0.01 0.01 -0.67
C -1.1676 2.4320 1.6379 -0.03 -0.04 -0.05 0.70
O -0.0642 2.4973 0.9735 -0.15 -0.10 0.06 -0.60
C -1.7135 1.0397 1.8092 0.08 -0.10 0.16 -0.58
C -1.5800 0.3085 0.4692 0.10 0.16 -0.12 -0.38
H -1.2959 4.4100 1.9557 0.00 0.00 0.00 0.45
H -2.6062 3.4713 2.6039 0.00 0.00 0.00 0.45
H -2.7037 0.9720 2.2643 -0.04 0.03 -0.09 0.31
H -1.0462 0.5512 2.5499 -0.08 0.02 0.05 0.27
H -1.9570 0.8657 -0.3921 -0.16 -0.03 0.06 0.25
H -1.9114 -0.7259 0.4628 0.05 -0.02 -0.02 0.27
C 2.9549 0.8750 -2.7937 -0.01 -0.03 0.00 -0.71
C 2.4016 0.4740 -1.4724 -0.10 0.02 -0.05 0.62
O 1.1801 0.8001 -1.2959 0.05 -0.25 0.04 -0.52
C 3.1780 -0.2502 -0.4890 0.06 -0.05 -0.05 -0.28
C 4.5390 -0.4824 -0.7681 0.00 0.03 -0.03 -0.09
C 5.3400 -1.2183 0.0764 -0.01 -0.02 0.04 -0.18
C 4.8039 -1.7643 1.2414 0.01 0.03 -0.05 -0.09
C 3.4737 -1.5591 1.5612 -0.01 0.02 0.02 -0.24
C 2.6648 -0.8186 0.7146 0.00 -0.02 0.15 0.37
O 1.3519 -0.7403 1.0883 0.00 -0.20 -0.24 -0.49
H 2.1896 1.3872 -3.3685 0.00 0.00 0.00 0.27
H 3.2995 -0.0042 -3.3409 0.01 0.00 0.01 0.28
H 3.8103 1.5392 -2.6552 -0.01 0.01 0.00 0.28
H 4.9718 -0.0695 -1.6673 0.00 -0.01 0.00 0.24
H 6.3818 -1.3705 -0.1675 0.00 0.00 0.00 0.26
H 5.4271 -2.3496 1.9041 0.00 0.00 0.00 0.26
H 3.0364 -1.9769 2.4575 0.00 -0.01 0.00 0.26

Entry 6:
25
Properties=species:S:1:pos:R:3:forces:R:3:nbo_charge:R:1 method="wB97M-V/def2-TZVPD" total_energy_ha=-427.347861 orbital_gap_ev=8.1 smiles="CC1=C2C[C@H]3[C@H](C)[C@@]3(C)C=C12" relative_energy_kcal_mol=84.0 homo_ev=-7.321 molar_mass_g_mol=146.23 charge=0
C -1.7613 -2.5005 -2.6543 1.81 -3.54 2.57 -0.65
C -1.3743 -1.5024 -1.6563 -0.99 -1.98 -0.45 0.05
C -1.1319 -1.2824 -0.3895 -1.17 -0.05 -3.11 0.06
C -1.0374 -1.1664 0.9988 1.51 2.23 3.04 -0.46
C 0.0600 -0.0006 1.2304 -1.40 0.09 -0.12 -0.20
C 1.4076 0.2234 0.5919 0.22 0.25 0.83 -0.20
C 2.5981 0.6784 1.4760 -0.36 0.01 -1.51 -0.61
C 0.2330 1.1123 0.1851 0.25 -0.28 0.92 -0.11
C 0.0091 2.5064 0.6578 -0.32 2.67 2.48 -0.61
C -0.3208 0.8719 -1.1498 1.93 3.32 -2.60 -0.33
C -0.8186 -0.2736 -1.4481 -0.53 -0.76 1.70 -0.01
H -2.5528 -3.1793 -2.2790 -0.10 0.80 -0.44 0.23
H -0.8720 -3.2598 -2.5687 -1.24 1.22 -0.63 0.23
H -1.8417 -2.2243 -3.6485 -0.40 0.80 -1.72 0.23
H -1.9268 -0.7520 1.5792 0.65 -0.60 -1.30 0.25
H -0.7336 -2.0473 1.5390 0.05 -0.59 0.08 0.23
H -0.1141 0.4285 2.2200 0.60 -0.14 -0.08 0.21
H 1.6902 -0.4467 -0.2228 -0.07 0.02 0.27 0.22
H 3.2716 1.2782 0.8231 -0.25 -0.27 0.58 0.21
H 3.1502 -0.2162 1.7899 -0.11 0.33 0.25 0.21
H 2.2740 1.2969 2.3197 0.13 -0.29 -0.12 0.21
H 0.4747 3.4363 0.2131 -0.28 -1.46 -0.76 0.22
H 0.4467 2.7110 1.7202 -1.21 -0.82 -1.31 0.20
H -1.1287 2.7083 0.6361 1.75 -0.23 0.35 0.22
H -0.0011 1.6001 -1.9635 -0.50 -0.74 1.08 0.20